1.
Below is a molecular structure, C39H26Br2F7N4O3S2TeTi, with properties calculated with ωB97M-V/def2-TZVPD.

Its charge is +1. Its spin multiplicity is 1. The relative energy (zero: lowest compared OMol25 entry of this formula, charge and spin) is 261.41 kJ/mol. The value obtained for the frontier orbital gap is 7.144 eV.

Cartesian coordinates (Å):
Ti -0.62 -0.26 0.16
Br -4.87 2.11 0.21
C -3.89 1.51 1.69
C -4.21 1.98 2.98
C -3.56 1.52 4.09
Br -4.05 2.15 5.79
C -2.51 0.57 3.96
C -1.81 -0.05 5.02
C -0.87 -1.00 4.73
C -0.55 -1.28 3.40
N -1.14 -0.69 2.39
C -2.16 0.17 2.66
C -2.88 0.61 1.51
O -2.51 0.05 0.36
H -5.02 2.70 3.09
H -2.05 0.21 6.04
H -0.35 -1.53 5.52
H 0.22 -2.01 3.16
F -2.46 4.01 -2.62
C -1.71 3.59 -1.59
C -1.50 2.24 -1.42
C -0.72 1.81 -0.36
C -0.16 2.74 0.52
C -0.42 4.10 0.31
F 0.11 5.03 1.13
C -1.19 4.55 -0.74
C 0.76 2.20 1.52
C 1.51 2.93 2.44
C 2.44 2.28 3.23
C 2.63 0.91 3.07
C 1.83 0.25 2.17
N 0.90 0.86 1.43
H -1.95 1.53 -2.11
H -1.39 5.60 -0.88
H 1.37 3.99 2.53
H 3.02 2.83 3.95
H 3.36 0.36 3.65
H 1.93 -0.82 2.03
F -1.09 -0.55 -1.58
Te 1.62 -1.27 -2.29
F 2.75 -2.63 -1.72
F 2.25 -1.60 -3.99
F 0.32 -2.52 -2.64
F 0.86 0.23 -3.08
O 1.22 -0.81 -0.57
N -3.17 -2.44 -0.78
C -2.08 -3.14 -0.42
N -1.02 -2.63 0.15
C -0.09 -3.65 0.42
C 1.16 -3.49 1.01
C 1.96 -4.60 1.22
C 1.55 -5.87 0.83
C 0.32 -6.04 0.22
C -0.48 -4.93 0.03
S -2.06 -4.86 -0.70
H -3.17 -1.44 -0.68
H -3.88 -2.88 -1.34
H 1.52 -2.51 1.28
H 2.94 -4.47 1.68
H 2.19 -6.73 0.99
H -0.01 -7.03 -0.09
O 3.29 -0.12 -2.22
S 4.02 0.15 -0.85
C 5.71 -0.02 -1.27
C 6.40 -1.04 -0.65
C 7.74 -1.24 -0.97
C 8.34 -0.43 -1.92
C 7.63 0.59 -2.55
C 6.31 0.81 -2.23
C 3.83 1.91 -0.67
C 4.64 2.55 0.27
C 4.50 3.92 0.44
C 3.57 4.62 -0.31
C 2.77 3.96 -1.23
C 2.88 2.59 -1.41
H 5.91 -1.68 0.07
H 8.30 -2.03 -0.50
H 9.38 -0.59 -2.17
H 8.11 1.21 -3.29
H 5.74 1.60 -2.70
H 5.38 2.00 0.84
H 5.13 4.43 1.16
H 3.47 5.69 -0.18
H 2.05 4.51 -1.82
H 2.26 2.07 -2.13

Results of the Löwdin charge analysis, in e, for atoms 1 through 2:
1 Ti 1.1690
2 Br 0.8572

***

2.
Below is a molecular structure, C5H12CaMgO3, with properties calculated with ωB97M-V/def2-TZVPD.

Its spin multiplicity is 1. The relative energy (zero: lowest compared OMol25 entry of this formula, charge and spin) is 0.00 kJ/mol. The value obtained for the frontier orbital gap is 5.335 eV.

Cartesian coordinates (Å):
O -2.57 1.78 1.10
Mg -3.77 2.65 -0.27
C -0.33 -2.56 1.50
O -0.10 -1.20 1.23
C 1.31 -0.79 1.13
C 1.32 0.63 0.64
C 1.33 0.78 -0.85
O -0.07 0.81 -1.28
C -0.30 0.85 -2.67
Ca -0.95 0.65 0.64
H -1.41 -2.71 1.58
H 0.06 -3.18 0.68
H 0.15 -2.86 2.44
H 1.78 -1.52 0.45
H 1.75 -0.90 2.13
H 2.02 1.28 1.17
H -2.72 2.00 2.04
H 1.79 -0.05 -1.41
H 1.79 1.73 -1.17
H -1.37 1.00 -2.83
H 0.24 1.69 -3.13
H 0.04 -0.09 -3.14

Results of the Löwdin charge analysis, in e, for atoms 1 through 2:
1 O -0.8224
2 Mg 0.3683

***

3.
Below is C22H22FN3O in the gas phase, with properties calculated with ωB97M-V/def2-TZVPD.

Its spin multiplicity is 1. Its SMILES is Cc1[nH]c(-c2ccc(F)cc2)cc1C(=O)N1CCN(c2ccccc2)CC1. The relative energy (zero: lowest compared OMol25 entry of this formula, charge and spin) is 0.00 kJ/mol. The value obtained for the frontier orbital gap is 8.251 eV.

Cartesian coordinates (Å):
C -0.61 -3.20 -1.58
C -1.23 -2.10 -0.79
N -2.49 -1.66 -1.02
C -2.81 -0.64 -0.16
C -4.10 0.02 -0.16
C -5.21 -0.55 -0.79
C -6.44 0.09 -0.78
C -6.55 1.31 -0.14
F -7.75 1.94 -0.13
C -5.48 1.89 0.50
C -4.26 1.25 0.48
C -1.71 -0.43 0.64
C -0.70 -1.34 0.24
C 0.62 -1.58 0.86
O 1.04 -2.70 1.07
N 1.35 -0.49 1.23
C 1.11 0.87 0.81
C 2.32 1.43 0.03
N 3.57 1.15 0.71
C 4.71 0.96 -0.07
C 5.76 0.12 0.31
C 6.89 0.00 -0.47
C 7.01 0.70 -1.66
C 5.97 1.53 -2.05
C 4.84 1.66 -1.27
C 3.41 0.55 2.01
C 2.61 -0.74 1.91
H 0.26 -3.57 -1.04
H -0.29 -2.84 -2.56
H -1.32 -4.01 -1.72
H -3.09 -2.02 -1.74
H -5.14 -1.51 -1.27
H -7.30 -0.35 -1.26
H -5.60 2.85 0.99
H -3.41 1.70 0.97
H -1.64 0.26 1.46
H 0.91 1.50 1.68
H 0.24 0.90 0.16
H 2.33 0.97 -0.96
H 2.18 2.51 -0.09
H 5.71 -0.47 1.22
H 7.69 -0.66 -0.15
H 7.89 0.60 -2.27
H 6.05 2.09 -2.97
H 4.06 2.33 -1.59
H 4.39 0.35 2.45
H 2.90 1.26 2.66
H 2.40 -1.15 2.91
H 3.16 -1.50 1.35

Results of the Löwdin charge analysis, in e, for atoms 1 through 2:
1 C -0.0069
2 C -0.2391

***

4.
Below is 2 unconnected molecules or ions with the total composition C16H22F5O4PS, with properties calculated with ωB97M-V/def2-TZVPD.

Its spin multiplicity is 1. Its SMILES is O=S(=O)(O)CCCCPC(F)(F)c1cccc(C(F)(F)F)c1.C1CCOC1. The value obtained for the frontier orbital gap is 9.487 eV.

Cartesian coordinates (Å):
O -6.00 -2.34 0.21
S -5.07 -1.51 0.90
O -4.43 -2.00 2.07
O -5.83 -0.15 1.29
C -3.85 -0.91 -0.24
C -2.79 -1.97 -0.54
C -1.49 -1.41 -1.13
C -1.68 -0.23 -2.12
P -0.67 1.29 -1.89
C -1.18 2.11 -0.28
F -2.52 2.02 -0.09
F -0.91 3.43 -0.46
C -0.40 1.63 0.92
C 0.76 2.32 1.29
C 1.55 1.87 2.35
C 1.19 0.73 3.05
C 0.03 0.05 2.70
C -0.35 -1.20 3.43
F -1.51 -1.70 3.03
F 0.58 -2.16 3.24
F -0.43 -1.02 4.75
C -0.76 0.50 1.65
H -5.32 0.60 0.96
H -3.40 0.00 0.14
H -4.40 -0.68 -1.15
H -2.54 -2.46 0.40
H -3.20 -2.76 -1.17
H -0.78 -1.14 -0.35
H -1.02 -2.23 -1.67
H -1.39 -0.56 -3.11
H -2.71 0.09 -2.20
H 0.61 0.81 -1.56
H 1.09 3.20 0.77
H 2.45 2.41 2.60
H 1.79 0.36 3.87
H -1.66 -0.03 1.39
C 4.96 -0.63 -1.88
C 5.00 0.82 -2.37
C 3.55 1.24 -2.20
O 3.04 0.50 -1.08
C 3.96 -0.54 -0.73
H 5.92 -1.01 -1.57
H 4.57 -1.28 -2.67
H 5.65 1.41 -1.73
H 5.35 0.92 -3.40
H 2.95 0.99 -3.08
H 3.44 2.31 -2.00
H 4.45 -0.26 0.20
H 3.41 -1.46 -0.57

Results of the Löwdin charge analysis, in e, for atoms 1 through 2:
1 O -0.2640
2 S 0.5911

***

5.
Below is 4 unconnected molecules or ions with the total composition C41H76F3IN2O9P, with properties calculated with ωB97M-V/def2-TZVPD.

Its charge is +1. Its spin multiplicity is 1. The value obtained for the frontier orbital gap is 6.513 eV.

Cartesian coordinates (Å):
C 0.33 -2.30 4.49
C 0.99 -2.99 3.55
C 0.41 -3.36 2.20
N 0.85 -2.42 1.14
C 0.40 -1.05 1.45
C -0.59 -0.59 0.36
C -0.90 0.93 0.41
C -2.33 1.12 0.94
C -0.78 1.46 -1.04
C -1.26 2.89 -1.23
C -0.16 3.93 -1.05
C 1.17 3.70 -1.21
C 2.08 3.99 -0.04
C 1.72 3.14 -2.48
C 2.27 -2.53 0.87
C 2.80 -1.52 -0.14
O 3.71 -0.67 0.56
C 4.65 -0.09 -0.29
C 4.35 1.14 -0.86
C 5.29 1.77 -1.68
C 6.53 1.17 -1.94
C 6.81 -0.07 -1.38
C 5.88 -0.70 -0.55
C 2.53 -3.95 0.30
C 1.86 -4.16 -1.07
P 4.34 -4.29 0.05
O 4.54 -5.74 -0.12
N 2.07 -5.03 1.24
C 0.71 -4.84 1.85
C 0.69 -5.70 3.13
C 0.63 -7.24 2.86
C -0.70 -7.86 3.25
I -0.55 -10.01 3.21
C -0.43 -5.39 0.96
O -0.99 -4.40 0.09
C -2.33 -4.31 0.14
F -2.70 -3.36 -0.69
F -2.77 -3.99 1.36
F -2.92 -5.44 -0.23
H 0.83 -1.47 4.97
H -0.68 -2.56 4.79
H 2.03 -3.27 3.76
H -0.67 -3.22 2.27
H -0.16 -1.02 2.38
H 1.22 -0.34 1.57
H -1.52 -1.11 0.60
H -0.30 -0.96 -0.62
H -0.22 1.45 1.09
H -2.61 0.36 1.66
H -3.04 1.08 0.11
H -2.47 2.10 1.39
H -1.38 0.78 -1.65
H 0.26 1.31 -1.34
H -2.09 3.18 -0.60
H -1.62 2.98 -2.26
H -0.48 4.93 -0.75
H 3.08 4.30 -0.36
H 2.12 3.08 0.56
H 1.62 4.75 0.59
H 2.43 3.85 -2.91
H 0.95 2.94 -3.22
H 2.25 2.18 -2.33
H 2.90 -2.45 1.77
H 2.01 -0.88 -0.52
H 3.28 -1.97 -1.01
H 3.40 1.59 -0.64
H 5.04 2.73 -2.09
H 7.25 1.69 -2.56
H 7.77 -0.52 -1.57
H 6.13 -1.65 -0.12
H 1.40 -5.15 -1.13
H 1.08 -3.43 -1.26
H 2.59 -4.15 -1.88
H 5.00 -3.69 1.14
H 4.69 -3.55 -1.09
H 2.12 -5.94 0.77
H 2.76 -5.08 2.00
H 1.61 -5.55 3.70
H -0.18 -5.42 3.72
H 0.92 -7.49 1.84
H 1.39 -7.71 3.49
H -0.92 -7.59 4.27
H -1.52 -7.63 2.59
H -1.20 -5.81 1.59
H -0.03 -6.18 0.32
C -2.21 -3.25 7.50
O -2.92 -3.01 6.30
C -4.04 -3.88 6.14
C -5.34 -3.22 6.54
O -5.37 -2.91 7.92
C -5.08 -1.56 8.21
H -1.56 -2.39 7.69
H -2.87 -3.38 8.36
H -1.58 -4.15 7.39
H -3.89 -4.80 6.71
H -4.09 -4.14 5.08
H -6.16 -3.91 6.34
H -5.51 -2.32 5.94
H -5.95 -0.92 7.99
H -4.22 -1.20 7.65
H -4.86 -1.48 9.27
C -5.40 3.02 -6.50
O -5.51 4.36 -6.04
C -5.64 4.46 -4.63
C -4.33 4.81 -3.96
O -3.36 3.77 -4.11
C -2.43 4.03 -5.15
H -5.03 3.05 -7.52
H -4.71 2.43 -5.89
H -6.39 2.54 -6.49
H -6.05 3.53 -4.21
H -6.35 5.26 -4.43
H -4.50 4.93 -2.89
H -3.94 5.75 -4.35
H -1.69 4.77 -4.81
H -2.92 4.40 -6.05
H -1.92 3.10 -5.38
C 2.47 8.37 -6.34
O 1.45 8.74 -5.43
C 0.57 7.67 -5.11
C 0.90 7.05 -3.78
O 2.17 6.41 -3.79
C 3.20 7.19 -3.21
H 3.24 9.14 -6.31
H 2.93 7.41 -6.07
H 2.08 8.31 -7.36
H 0.57 6.92 -5.91
H -0.44 8.10 -5.06
H 0.16 6.27 -3.56
H 0.86 7.79 -2.98
H 3.12 7.17 -2.12
H 3.16 8.23 -3.55
H 4.16 6.76 -3.51

Results of the Löwdin charge analysis, in e, for atoms 1 through 2:
1 C 0.0604
2 C -0.1463

***

6.
Below is a molecular structure, C4H6O2, with properties calculated with ωB97M-V/def2-TZVPD.

Its spin multiplicity is 1. The relative energy (zero: lowest compared OMol25 entry of this formula, charge and spin) is 245.11 kJ/mol. The value obtained for the frontier orbital gap is 8.971 eV.

Cartesian coordinates (Å):
C -1.46 -0.57 -0.37
C -0.33 -0.24 0.57
O 0.71 -1.27 0.60
C 1.62 -0.27 0.20
C 0.72 0.72 0.14
O 0.64 2.03 -0.17
H -2.14 0.29 -0.45
H -1.08 -0.81 -1.37
H -2.03 -1.42 0.00
H -0.68 -0.05 1.59
H 1.36 2.09 -0.81
H 2.67 -0.49 0.06

Results of the Löwdin charge analysis, in e, for atoms 1 through 2:
1 C -0.0241
2 C -0.2989

***

7.
Below is a molecular structure, C12H24BrClHfO10, with properties calculated with ωB97M-V/def2-TZVPD.

Its charge is +2. Its spin multiplicity is 1. The relative energy (zero: lowest compared OMol25 entry of this formula, charge and spin) is 53.90 kJ/mol. The value obtained for the frontier orbital gap is 6.750 eV.

Cartesian coordinates (Å):
Hf -0.03 -0.27 0.27
Cl 1.18 -2.55 1.23
Br -2.33 0.97 -0.87
C 0.48 3.48 -2.57
O 0.52 4.09 -1.32
C 0.41 3.32 -0.17
O 0.42 2.08 -0.04
O 0.48 4.08 0.89
C 0.79 5.49 0.96
H -0.51 3.03 -2.69
H 1.27 2.73 -2.57
H 0.82 4.03 -3.44
H 1.86 5.66 1.00
H 0.28 5.85 1.85
H 0.38 6.06 0.12
C -3.68 -2.14 -2.29
O -2.74 -3.14 -2.22
C -1.50 -2.99 -1.68
O -1.08 -2.03 -1.00
O -0.56 -3.93 -2.08
C -0.82 -4.79 -3.16
H -4.70 -2.48 -2.48
H -3.40 -1.22 -2.81
H -3.76 -1.81 -1.26
H -0.96 -4.41 -4.17
H -1.73 -5.36 -2.95
H -0.03 -5.54 -3.22
C 4.68 3.15 0.29
O 3.51 2.31 0.20
C 3.33 1.12 0.88
O 2.28 0.50 0.90
O 4.43 0.79 1.57
C 4.54 -0.31 2.49
H 4.39 4.07 -0.23
H 5.55 2.71 -0.18
H 4.94 3.43 1.31
H 4.60 -1.16 1.80
H 3.64 -0.54 3.05
H 5.39 -0.28 3.17
C -4.03 -1.33 2.20
C -2.80 -2.11 1.92
O -1.86 -1.52 1.36
C -2.70 -3.59 2.27
H -3.70 -0.34 2.51
H -4.57 -1.90 2.96
H -4.61 -1.26 1.28
H -2.91 -4.19 1.39
H -3.48 -3.85 2.98
H -1.70 -3.90 2.57

Results of the Löwdin charge analysis, in e, for atoms 1 through 2:
1 Hf 1.8330
2 Cl -0.0875

***

8.
Below is a molecular structure, C20H36AuN4P2S, with properties calculated with ωB97M-V/def2-TZVPD.

Its charge is +1. Its spin multiplicity is 3. The relative energy (zero: lowest compared OMol25 entry of this formula, charge and spin) is 0.00 kJ/mol. The value obtained for the frontier orbital gap (spin up / spin down) is 5.991 / 6.821 eV.

Cartesian coordinates (Å):
Au -0.38 -0.48 1.99
C 3.12 -0.69 1.56
P 1.58 -0.88 0.62
C 1.63 0.57 -0.50
N 2.72 0.74 -1.22
C 2.79 1.83 -2.02
C 3.94 2.04 -2.81
C 4.00 3.14 -3.61
C 2.94 4.08 -3.65
C 1.83 3.91 -2.89
C 1.73 2.77 -2.05
N 0.63 2.60 -1.28
C 0.57 1.52 -0.53
P -0.90 1.36 0.57
C -0.95 2.99 1.35
C -2.38 1.25 -0.54
C -2.23 0.00 -1.40
C -2.57 2.48 -1.42
C -3.59 1.09 0.39
C 1.73 -2.41 -0.41
C 0.48 -2.50 -1.28
C 1.77 -3.59 0.58
C 2.98 -2.42 -1.29
H 3.97 -0.62 0.89
H 3.24 -1.54 2.23
H 3.06 0.21 2.16
H 4.73 1.31 -2.77
H 4.88 3.31 -4.23
H 3.03 4.95 -4.29
H 1.01 4.61 -2.89
H -0.90 3.78 0.60
H -0.09 3.09 2.02
H -1.85 3.10 1.95
H -1.37 0.08 -2.07
H -3.12 -0.14 -2.01
H -2.10 -0.89 -0.78
H -1.74 2.61 -2.11
H -2.68 3.39 -0.84
H -3.49 2.35 -2.00
H -3.48 0.22 1.04
H -4.49 0.94 -0.22
H -3.76 1.97 1.00
H -0.43 -2.50 -0.67
H 0.50 -3.43 -1.85
H 0.42 -1.67 -1.98
H 0.97 -3.55 1.32
H 2.72 -3.62 1.12
H 1.69 -4.52 0.02
H 2.95 -1.65 -2.05
H 3.03 -3.40 -1.78
H 3.89 -2.30 -0.71
N -2.36 -0.47 3.50
C -3.36 -1.54 3.31
C -2.69 -2.85 2.92
N -2.07 -2.74 1.59
H -1.89 -0.58 4.40
H -2.80 0.44 3.51
H -4.04 -1.23 2.51
H -3.96 -1.69 4.21
H -3.42 -3.66 2.99
H -1.90 -3.07 3.64
H -2.76 -2.93 0.87
H -1.33 -3.42 1.48
S 0.56 -1.77 3.77

Results of the Löwdin charge analysis, in e, for atoms 1 through 2:
1 Au 0.4090
2 C -0.2389

***

9.
Below is 9 unconnected molecules or ions with the total composition H18O9, with properties calculated with ωB97M-V/def2-TZVPD.

Its spin multiplicity is 1. Its SMILES is O.O.O.O.O.O.O.O.O. The relative energy (zero: lowest compared OMol25 entry of this formula, charge and spin) is 413.40 kJ/mol. The value obtained for the frontier orbital gap is 9.860 eV.

Cartesian coordinates (Å):
O 0.13 -0.95 -0.40
H -0.32 -1.61 0.15
H -0.29 -0.12 -0.15
O 0.38 0.86 -1.82
H -0.24 1.59 -1.74
H 0.62 0.86 -2.75
O 2.36 3.22 0.71
H 2.37 3.54 -0.20
H 1.61 2.60 0.73
O -3.00 2.24 -2.45
H -3.08 2.26 -1.49
H -3.43 3.06 -2.73
O 3.20 -1.01 1.40
H 2.97 -0.10 1.22
H 4.03 -0.96 1.90
O -3.16 -0.87 -2.17
H -3.13 -0.87 -1.21
H -2.84 -1.75 -2.41
O 3.23 -3.22 1.09
H 2.27 -3.23 1.18
H 3.43 -4.02 0.61
O -1.19 4.01 0.44
H -0.79 3.27 -0.02
H -1.97 3.64 0.86
O -1.57 -4.29 3.20
H -2.00 -4.26 2.33
H -2.15 -3.76 3.76

Results of the Löwdin charge analysis, in e, for atoms 1 through 2:
1 O -0.0766
2 H 0.0334